1.
Entry from the OMol25 dataset: 2 unconnected molecules or ions with the total composition C2H4FNO (ωB97M-V with the def2-TZVPD basis set).

Output
energy relative to the best compared isomer or geometry (same formula, charge and spin) = 4.320 eV
net charge = 0
HOMO level (alpha / beta) = -9.498 / -9.716 eV
electronic energy = -308.32413 a.u.
orbital gap (alpha / beta) = 9.2 / 9.1 eV

Geometry as XYZ:
```
9
Properties=species:S:1:pos:R:3:forces:R:3:lowdin_charge:R:1
C 1.575945 1.640730 1.737028 -1.65 -2.20 -1.15 -0.27
C 0.499448 -0.044304 -0.433815 1.02 -3.16 -0.26 -0.26
N 0.502477 -0.295419 0.954060 -0.65 2.19 3.54 -0.01
O 2.667316 1.602913 2.119256 0.02 0.74 0.14 0.17
F 0.756643 2.680447 1.443890 0.81 -0.30 0.35 0.06
H 0.080720 -0.964333 -0.884479 -0.95 0.34 0.05 0.09
H 0.014073 0.812976 -0.719537 -1.00 1.99 -1.21 0.04
H 1.485553 -0.245326 -0.878133 0.23 1.09 0.43 0.09
H -0.415508 0.025141 1.488375 2.17 -0.69 -1.89 0.09
```
Positions in Å, forces in eV/Å.


2.
Entry from the OMol25 dataset: a molecular structure, C43H48CrN8O5PS (ωB97M-V with the def2-TZVPD basis set).

Output
energy relative to the best compared isomer or geometry (same formula, charge and spin) = 0.136 eV
net charge = -1
HOMO level (alpha / beta) = -3.549 / -4.822 eV
spin multiplicity = 5
⟨S²⟩ = 6.032
electronic energy = -4265.58901 a.u.
orbital gap (alpha / beta) = 5.2 / 6.5 eV

Geometry as XYZ:
```
107
Properties=species:S:1:pos:R:3:forces:R:3:lowdin_spin:R:1
Cr 13.267193 15.011480 12.198919 0.28 0.51 0.14 3.79
C 13.908005 16.608952 14.895447 -0.47 -0.24 0.79 0.01
N 13.048616 15.476737 14.463864 1.68 -0.84 1.60 0.03
C 13.429602 14.313637 15.293315 -1.24 -0.92 0.37 0.01
C 11.655293 15.824441 14.621460 -0.09 0.07 1.66 0.00
C 11.331018 16.761938 13.495674 -1.59 0.36 1.43 0.00
C 10.328998 17.680043 13.676706 -0.34 0.25 -1.36 0.00
C 10.004387 18.547987 12.641256 -0.63 0.77 0.85 0.01
C 10.801013 18.649542 11.530277 0.82 -0.11 -2.08 0.00
C 11.896814 17.757087 11.386462 -1.40 0.42 0.73 0.01
C 12.049060 16.756494 12.346750 2.42 -1.28 -1.85 -0.05
H 13.817728 16.793284 16.022617 -0.25 -0.15 -1.25 0.00
H 13.612633 17.504578 14.329074 0.52 -0.27 0.27 0.00
H 14.940037 16.290828 14.751849 -0.06 0.31 -0.29 0.00
H 13.231364 14.454409 16.380539 0.10 0.37 -0.36 0.00
H 14.464532 14.006000 15.179675 0.13 0.37 -0.27 0.00
H 12.791439 13.452537 15.001795 0.58 0.58 0.17 0.00
H 11.498198 16.286411 15.664024 0.16 -0.04 -1.25 0.00
H 11.057346 14.906953 14.739867 0.08 0.14 -0.72 0.00
H 9.715812 17.628572 14.525431 -0.73 0.18 1.31 0.00
H 9.169898 19.237940 12.783690 0.13 -0.19 -0.16 0.00
H 10.520635 19.336480 10.681721 0.50 -0.50 1.16 0.00
H 12.612326 17.828570 10.571891 -0.31 0.08 -0.08 0.00
O 15.924407 13.894792 13.324056 -0.14 -2.10 -0.66 0.01
C 15.603859 12.860775 12.633617 -0.89 2.36 -0.62 0.00
O 14.610854 12.847802 11.829481 0.70 0.46 1.16 0.01
C 16.443611 11.627586 12.779546 -0.63 0.61 1.06 0.00
C 17.686460 11.883610 13.394629 0.47 -1.22 -0.54 0.00
C 18.400194 10.787260 13.871001 0.05 0.80 1.08 0.00
C 17.813769 9.524854 13.981526 0.95 -0.55 0.11 0.00
C 16.622574 9.297488 13.351085 -1.37 0.20 -1.34 0.00
C 15.882271 10.335116 12.694393 1.77 -0.98 0.58 0.00
P 14.364906 9.833183 11.776338 -0.76 1.79 -0.58 0.00
C 13.570427 8.647868 12.875914 -0.05 0.15 0.36 0.00
C 13.673833 8.707736 14.263957 -0.32 -1.00 0.65 0.00
C 13.218575 7.657809 15.080679 0.49 0.74 -0.13 0.00
C 12.610336 6.559905 14.472650 0.23 0.30 1.01 0.00
C 12.272142 6.646209 13.148012 -0.54 0.16 -1.41 0.00
C 12.722499 7.688910 12.337877 -0.31 -0.67 -0.66 0.00
C 14.850680 8.677843 10.434369 0.88 -0.48 0.28 0.00
C 15.508317 7.491832 10.733726 -0.82 -0.43 -1.11 0.00
C 15.656043 6.486172 9.767926 0.36 1.28 0.13 0.00
C 15.255460 6.760408 8.500139 -1.54 1.73 -2.57 0.00
C 14.551554 7.997593 8.121382 1.69 -2.16 0.58 0.00
C 14.428108 8.935398 9.114565 -0.71 1.33 0.44 0.00
H 18.127640 12.897277 13.473019 -0.74 -0.80 -0.15 0.00
H 19.351798 11.007480 14.352459 -0.03 -0.32 -0.12 0.00
H 18.314778 8.688121 14.519330 -0.28 0.80 -0.55 0.00
H 16.199473 8.294070 13.242485 0.33 0.37 0.66 0.00
H 14.145562 9.518927 14.778360 0.42 0.46 -0.12 0.00
H 13.413287 7.784817 16.168739 -0.29 -0.58 -0.91 0.00
H 12.416715 5.652047 15.014755 -0.37 -0.08 0.31 0.00
H 11.605590 5.920698 12.680763 0.35 -0.14 0.22 0.00
H 12.448288 7.682197 11.249000 0.43 0.06 1.18 0.00
H 15.834312 7.279530 11.713074 0.25 -0.11 0.94 0.00
H 16.190829 5.583698 9.948614 0.26 -0.55 0.38 0.00
H 15.496534 6.103064 7.661866 -0.24 -0.17 0.41 0.00
H 14.237692 8.122267 7.071358 0.19 0.13 0.78 0.00
H 13.985952 9.948597 8.961984 0.15 -0.99 -0.12 0.00
N 15.191774 15.995475 11.794975 0.87 -1.01 0.40 0.02
C 15.491889 17.372611 11.722560 0.51 0.76 -0.58 0.00
C 15.349469 18.071486 10.516041 -0.30 -0.42 0.56 0.00
C 15.438790 19.467559 10.504022 0.33 -0.38 -1.03 0.00
C 15.784055 20.148298 11.676691 1.27 -1.13 0.92 0.00
C 16.172384 19.418539 12.852102 -0.52 0.88 -1.40 0.00
C 15.997382 18.049741 12.815809 0.17 0.19 0.87 0.00
S 15.662136 21.914751 11.717866 -0.19 -1.75 -2.94 0.00
O 14.688211 22.000772 10.619248 0.11 1.56 0.41 0.00
O 15.130880 22.070853 13.031526 -0.34 1.42 1.78 0.00
O 16.966985 22.490561 11.403251 -0.43 0.13 0.58 0.00
H 15.702644 15.407949 12.523075 -0.48 0.98 -0.84 0.00
H 15.429484 15.577905 10.905668 0.02 -0.22 -0.22 0.00
H 15.120595 17.463812 9.628536 -0.09 0.51 0.15 0.00
H 15.275137 19.981050 9.502425 0.16 -0.37 1.82 0.00
H 16.558915 19.909404 13.782157 -0.56 -0.31 -1.20 0.00
H 16.243055 17.519795 13.717045 0.04 -0.42 0.17 0.00
C 14.500783 13.140785 7.270320 0.83 0.11 0.39 0.00
N 13.678823 13.969125 8.135288 0.48 1.73 -0.57 0.01
C 12.907867 15.110981 7.860015 0.28 -0.89 -0.47 0.00
C 12.325181 15.469419 9.041599 0.40 -1.40 -0.56 0.01
N 12.765540 14.594468 10.018838 0.92 0.32 0.05 0.03
C 13.665760 13.782271 9.457318 -2.09 1.00 -0.52 0.02
H 14.150571 12.133522 7.504235 0.37 -0.17 -0.64 0.00
H 15.589541 13.224392 7.560895 -1.14 -0.05 -0.39 0.00
H 14.384601 13.402544 6.209710 -0.10 -0.15 0.46 0.00
H 12.870377 15.528040 6.858382 -0.14 -0.19 0.28 0.00
H 11.532032 16.177398 9.177354 0.13 0.32 0.37 0.00
H 14.299986 13.084083 9.941395 0.07 -0.61 0.53 0.00
C 7.414304 14.243290 10.389128 -0.40 -1.08 -1.14 0.00
C 7.414545 13.559065 11.748101 -1.28 -1.28 1.47 0.00
C 7.461388 14.503378 12.948090 0.55 0.55 -0.15 0.00
C 8.302390 12.319060 12.022270 -0.30 -0.80 -0.89 0.00
N 9.712316 12.585521 12.250647 0.58 -0.18 1.63 0.00
C 10.577119 13.371020 11.622481 1.75 -0.60 0.54 0.02
N 11.692859 13.488228 12.405914 -2.70 -0.64 -0.73 0.03
N 11.410478 12.783583 13.510487 0.49 -0.66 -0.15 0.01
N 10.296088 12.182990 13.465602 -0.98 1.27 -1.30 0.00
H 6.551853 14.868757 10.301285 -0.83 0.51 0.39 0.00
H 7.229422 13.533634 9.523917 0.71 0.47 1.01 0.00
H 8.203157 14.938430 10.149753 0.83 -0.17 0.15 0.00
H 6.403460 13.067484 11.863936 0.72 0.42 -0.47 0.00
H 8.333400 15.169220 12.920271 -0.06 -0.10 0.04 0.00
H 7.439027 14.011199 13.919180 0.24 -0.41 -0.10 0.00
H 6.583423 15.121891 12.958786 -0.41 0.54 -0.22 0.00
H 8.261345 11.647616 11.145757 -0.19 0.12 0.31 0.00
H 7.915757 11.738806 12.913451 0.62 0.85 -0.96 0.00
H 10.530084 13.612468 10.559732 -0.13 0.48 0.67 0.00
```
Positions in Å, forces in eV/Å.


3.
Entry from the OMol25 dataset: C6H11N in the gas phase (ωB97M-V with the def2-TZVPD basis set).

Output
energy relative to the best compared isomer or geometry (same formula, charge and spin) = 5.636 eV
net charge = 0
HOMO level = -5.948 eV
electronic energy = -289.76456 a.u.
orbital gap = 5.9 eV
SMILES string = C=C/C(C)=C(\C)N

Geometry as XYZ:
```
18
Properties=species:S:1:pos:R:3:forces:R:3:lowdin_charge:R:1
C -1.029620 1.221036 -0.403588 -0.58 -1.37 -0.03 -0.06
N 0.061902 -1.531754 -1.520253 -1.15 -4.26 4.04 0.17
C 0.067801 -1.153859 -0.196312 -2.09 -1.69 -1.38 -0.29
C 0.072759 0.199471 0.005633 3.08 4.42 0.44 -0.29
C 1.284564 0.878977 0.542381 1.16 -0.60 2.23 -0.18
C 1.605254 2.227636 0.558075 -0.72 -0.58 -0.44 -0.08
C -0.630705 -2.110646 0.780317 -0.05 2.86 0.40 -0.01
H -1.733025 1.057751 -1.283695 1.07 0.08 1.16 0.09
H -1.581021 1.285898 0.555423 -0.61 -0.41 -0.53 0.08
H -0.624949 2.197400 -0.370356 0.45 0.92 -0.94 0.02
H -0.021279 -0.851198 -2.148084 0.07 3.48 -3.28 0.05
H -0.398682 -2.411497 -1.741198 -0.02 0.25 -0.23 0.11
H 2.250419 0.325500 0.968674 -2.74 0.03 -0.13 0.12
H 2.153710 2.808817 1.331034 0.41 -1.16 -0.99 0.05
H 1.272660 2.766525 -0.310110 -0.78 0.92 0.27 0.02
H -1.660671 -1.805715 1.141667 0.86 1.09 -0.92 0.11
H -0.936093 -2.993982 0.382841 0.39 -3.19 -1.11 0.03
H -0.153024 -2.110360 1.707548 1.23 -0.78 1.45 0.06
```
Positions in Å, forces in eV/Å.


4.
Entry from the OMol25 dataset: a molecular structure, C20H24F6N2O3P2S4V (ωB97M-V with the def2-TZVPD basis set).

Output
energy relative to the best compared isomer or geometry (same formula, charge and spin) = 0.903 eV
net charge = -2
HOMO level (alpha / beta) = -1.812 / -2.338 eV
spin multiplicity = 4
⟨S²⟩ = 3.759
electronic energy = -4930.89403 a.u.
orbital gap (alpha / beta) = 6.3 / 6.8 eV

Geometry as XYZ:
```
62
Properties=species:S:1:pos:R:3:forces:R:3:lowdin_spin:R:1
V 0.852395 -0.955878 -1.045277 0.03 0.41 -0.42 2.80
C 3.878132 -0.189458 2.125073 -0.01 0.01 -0.01 0.00
C 3.138324 -0.069955 0.818604 -0.07 -0.15 -0.05 0.03
N 2.170061 -0.872549 0.552414 -0.08 -0.01 0.00 0.00
N 1.729284 -1.767654 1.538364 0.04 -0.01 0.14 0.01
C 2.150524 -2.985846 1.390938 -0.10 0.04 0.01 0.01
S 3.228362 -3.644361 0.259643 0.05 0.01 0.00 0.01
S 1.537943 -4.168968 2.586895 -0.05 0.03 0.04 0.00
C 0.321993 -3.224297 3.571878 0.00 0.02 -0.03 0.00
C -1.079498 -3.284701 3.030644 0.01 0.00 -0.01 0.00
C -1.965326 -4.269178 3.462403 0.03 0.01 0.01 0.00
C -3.248599 -4.349956 2.941425 -0.01 0.00 0.01 0.00
C -3.662769 -3.445485 1.973281 -0.03 -0.02 0.00 0.00
C -2.789122 -2.459141 1.538641 0.03 0.01 -0.02 0.00
C -1.510942 -2.374112 2.068960 0.00 -0.01 0.01 0.00
C 3.550244 0.958818 -0.146207 -0.03 0.04 -0.09 0.00
C 4.504328 1.907689 0.252247 0.01 0.00 0.02 0.00
C 4.991474 2.890868 -0.583636 0.00 -0.01 0.02 0.00
C 4.522088 2.934779 -1.900224 0.00 0.00 -0.02 0.01
C 3.588446 2.029738 -2.333211 -0.08 -0.03 0.01 0.00
C 3.040273 1.024409 -1.484281 0.11 0.18 0.01 0.01
O 2.139409 0.258376 -1.984017 -0.05 -0.42 0.17 0.03
H 3.632426 -1.129617 2.606921 -0.01 0.01 0.01 0.00
H 3.600076 0.632103 2.791457 0.01 0.00 0.00 0.00
H 4.953027 -0.145386 1.958173 0.01 0.00 -0.01 0.00
H 0.677629 -2.196295 3.622034 0.02 -0.01 -0.04 0.00
H 0.354464 -3.655359 4.574542 0.03 -0.03 -0.01 0.00
H -1.637091 -4.986972 4.207721 0.00 0.00 0.00 0.00
H -3.923286 -5.126605 3.284055 0.01 0.00 0.00 0.00
H -4.657065 -3.518128 1.549076 0.01 0.00 0.00 0.00
H -3.088995 -1.763282 0.765669 0.00 -0.02 0.00 0.00
H -0.824112 -1.612734 1.723046 0.01 0.02 -0.02 0.00
H 4.874048 1.876175 1.269128 0.00 0.00 0.00 0.00
H 5.720702 3.606963 -0.224976 0.00 0.00 0.00 0.00
H 4.890426 3.693306 -2.584091 0.00 0.00 0.00 0.00
H 3.190613 2.057161 -3.340262 0.01 0.02 0.00 0.00
C -1.996380 5.552808 -1.822064 -0.02 0.00 0.01 0.00
C -0.798063 4.704632 -2.204663 0.01 0.02 0.00 0.00
O -0.645897 3.615191 -1.299833 0.03 -0.01 -0.08 0.00
P -1.094311 2.112984 -1.757495 -0.05 0.00 0.07 0.00
S -0.492956 1.020471 -0.190949 0.00 -0.12 0.30 0.02
S -0.597190 1.669307 -3.571833 -0.03 0.06 -0.10 0.00
O -2.722458 2.253472 -1.711758 0.05 -0.10 0.04 0.00
C -3.396095 2.376040 -0.458044 -0.03 0.09 0.01 0.00
C -4.144434 1.099189 -0.137811 0.01 0.02 -0.04 0.00
H -2.054984 6.438370 -2.460582 0.01 0.00 -0.01 0.00
H -1.917881 5.879118 -0.783223 0.00 0.00 0.00 0.00
H -2.918033 4.981862 -1.937855 0.00 -0.01 0.00 0.00
H 0.124062 5.287832 -2.147166 0.00 0.00 0.03 0.00
H -0.890319 4.328800 -3.226402 0.00 -0.01 0.01 0.00
H -4.091000 3.216108 -0.558398 0.00 0.01 -0.01 0.00
H -2.685174 2.620321 0.334771 -0.02 -0.03 0.00 0.00
H -4.830578 0.853001 -0.949934 0.00 -0.01 0.01 0.00
H -4.716584 1.210640 0.787261 0.02 0.00 0.00 0.00
H -3.435252 0.281953 -0.019469 0.01 0.01 -0.01 0.00
F 0.679793 -2.520951 -2.839301 0.06 -0.05 0.01 0.02
P -0.823584 -3.061202 -2.417653 0.08 -0.01 0.14 0.00
F -0.330703 -4.568744 -2.546207 -0.01 -0.01 0.01 0.00
F -1.287191 -3.013358 -3.942248 -0.03 -0.03 -0.01 0.00
F -0.285062 -3.007530 -0.840440 -0.04 0.12 -0.06 0.02
F -2.270629 -3.517742 -1.918377 0.00 0.02 0.00 0.00
F -1.228980 -1.487042 -2.217380 0.02 -0.04 -0.05 0.01
```
Positions in Å, forces in eV/Å.